[1]
Formula: C56H69BiCl3N3O2P3SSi2Te
Source: the OMol25 dataset
Level of theory: ωB97M-V/def2-TZVPD

Geometry as ORCA input:
```
! RIJCOSX wB97M-V def2-TZVPD def2/J DEFGRID3
* xyz -1 1
Bi 0.31 -0.45 0.20
C -3.72 -3.58 2.31
C -2.24 -3.22 2.17
C -1.61 -4.08 1.09
P -1.75 -1.42 1.83
C -3.22 -0.49 1.14
C -4.46 -0.34 2.01
C -3.56 -1.05 -0.24
C -1.49 -0.71 3.49
C -2.39 -1.04 4.50
C -2.29 -0.47 5.76
C -1.27 0.42 6.01
C -0.34 0.70 5.02
C -0.39 0.13 3.74
Si 1.14 0.54 2.54
C 1.53 2.25 3.31
C 2.64 2.45 4.12
C 2.86 3.65 4.76
C 1.97 4.70 4.59
C 0.86 4.52 3.78
C 0.63 3.31 3.14
P -0.79 2.93 2.05
C -2.16 3.86 2.95
C -3.45 3.72 2.15
C -2.35 3.32 4.36
C -0.49 4.12 0.61
C -0.41 5.62 0.90
C 0.79 3.70 -0.10
C 2.36 -0.73 3.36
C 2.72 -0.53 4.69
C 3.80 -1.17 5.28
C 4.63 -1.97 4.50
C 4.25 -2.25 3.21
C 3.09 -1.71 2.66
P 2.29 -2.54 1.23
C 2.03 -4.26 1.99
C 1.14 -4.03 3.22
C 3.18 -5.17 2.43
C 3.56 -2.65 -0.14
C 4.25 -1.30 -0.23
C 4.57 -3.80 -0.20
H -3.79 -4.65 2.50
H -4.28 -3.37 1.40
H -4.20 -3.07 3.14
H -1.75 -3.43 3.13
H -2.11 -3.94 0.13
H -1.68 -5.13 1.36
H -0.56 -3.83 0.95
H -2.78 0.50 1.00
H -5.02 -1.27 2.09
H -5.12 0.39 1.55
H -4.21 0.01 3.01
H -4.07 -2.01 -0.18
H -2.66 -1.18 -0.85
H -4.21 -0.35 -0.77
H -3.17 -1.76 4.31
H -3.02 -0.72 6.53
H -1.19 0.90 6.98
H 0.45 1.39 5.25
H 3.36 1.66 4.24
H 3.73 3.78 5.38
H 2.14 5.65 5.07
H 0.17 5.34 3.67
H -1.89 4.92 3.02
H -3.69 2.66 2.02
H -3.36 4.17 1.17
H -4.28 4.19 2.68
H -2.69 2.29 4.34
H -3.10 3.91 4.89
H -1.42 3.36 4.93
H -1.34 3.93 -0.05
H 0.42 5.83 1.57
H -1.33 6.02 1.31
H -0.21 6.14 -0.03
H 1.66 3.95 0.50
H 0.88 4.21 -1.06
H 0.81 2.63 -0.29
H 2.13 0.13 5.30
H 4.01 -1.02 6.33
H 5.53 -2.39 4.92
H 4.87 -2.89 2.60
H 1.46 -4.78 1.21
H 1.75 -3.74 4.07
H 0.60 -4.94 3.48
H 0.42 -3.23 3.04
H 3.78 -4.69 3.20
H 3.83 -5.47 1.61
H 2.75 -6.07 2.85
H 2.91 -2.77 -1.02
H 4.91 -1.14 0.62
H 3.52 -0.49 -0.23
H 4.85 -1.22 -1.14
H 5.25 -3.81 0.65
H 5.17 -3.66 -1.10
H 4.07 -4.76 -0.29
C -3.17 3.39 -12.28
O -2.85 2.11 -11.81
C -2.67 1.95 -10.46
C -2.33 0.66 -10.05
C -2.09 0.38 -8.72
C -2.21 1.39 -7.75
C -2.55 2.68 -8.18
C -2.77 2.96 -9.51
N -1.87 1.08 -6.45
N -2.39 1.79 -5.52
C -1.96 1.66 -4.24
C -2.84 2.15 -3.27
C -2.61 2.01 -1.92
C -1.42 1.45 -1.46
O -1.21 1.19 -0.18
C -0.43 1.09 -2.42
N 0.74 0.61 -1.93
C 1.62 0.07 -2.76
C 1.44 0.06 -4.14
C 0.29 0.61 -4.67
C -0.70 1.12 -3.81
H -3.27 3.30 -13.36
H -2.38 4.12 -12.06
H -4.11 3.76 -11.87
H -2.24 -0.11 -10.80
H -1.81 -0.61 -8.41
H -2.61 3.46 -7.43
H -3.01 3.97 -9.80
H -3.77 2.58 -3.61
H -3.35 2.31 -1.19
H 2.53 -0.31 -2.30
H 2.19 -0.37 -4.77
H 0.12 0.63 -5.73
Cl 4.02 3.88 1.61
Si 3.79 1.82 1.13
Cl 5.41 1.03 2.26
Cl 4.67 1.93 -0.80
Te 0.27 -2.88 -2.00
C 1.64 -4.42 -2.42
C 1.76 -5.64 -1.83
C 2.80 -6.44 -2.35
C 3.49 -5.82 -3.34
S 2.85 -4.24 -3.65
H 1.10 -5.96 -1.04
H 3.03 -7.43 -2.01
H 4.33 -6.17 -3.91
*
```

Properties
- Molar mass: 1440.29 g mol⁻¹
- Gap between HOMO and LUMO: 5.18 eV
- HOMO level: -3.89 eV
- E_LUMO: 1.30 eV
- Energy: -172919.60762 eV


[2]
Formula: C56H69GeHfN2O2S2
Source: the OMol25 dataset
Level of theory: ωB97M-V/def2-TZVPD

Geometry as ORCA input:
```
! RIJCOSX wB97M-V def2-TZVPD def2/J DEFGRID3
* xyz 3 1
Hf -0.80 1.92 1.53
C -2.45 4.81 3.13
C -2.57 3.79 2.04
C -2.20 4.18 0.72
C -1.52 5.51 0.52
C -2.61 3.41 -0.37
C -2.42 3.90 -1.77
C -3.22 2.16 -0.16
C -3.64 1.36 -1.36
C -3.41 1.66 1.14
C -4.02 0.30 1.34
C -3.13 2.51 2.26
C -3.55 2.10 3.66
H -1.42 4.99 3.44
H -3.02 4.54 4.02
H -2.85 5.76 2.77
H -2.25 6.29 0.32
H -0.84 5.48 -0.34
H -0.95 5.81 1.39
H -3.29 3.67 -2.38
H -1.57 3.40 -2.25
H -2.24 4.97 -1.82
H -4.56 1.79 -1.76
H -3.85 0.32 -1.13
H -2.89 1.40 -2.15
H -5.09 0.33 1.10
H -3.95 -0.06 2.36
H -3.58 -0.45 0.68
H -4.61 2.33 3.80
H -2.99 2.62 4.43
H -3.43 1.04 3.84
C 3.50 -7.68 -4.30
C 3.11 -6.49 -3.47
C 3.46 -6.40 -2.13
C 3.13 -5.29 -1.38
C 2.41 -4.26 -1.98
C 2.05 -4.32 -3.33
C 2.41 -5.43 -4.06
S 2.00 -2.84 -1.04
O 2.23 -1.62 -1.88
C 0.23 -3.05 -0.92
C -0.12 -4.04 0.04
C -1.42 -4.30 0.32
C -2.45 -3.58 -0.33
C -3.81 -3.87 -0.07
C -4.81 -3.25 -0.76
C -4.47 -2.30 -1.76
C -3.17 -1.99 -2.02
C -2.11 -2.61 -1.31
C -0.72 -2.33 -1.60
C -0.48 -1.38 -2.74
C -0.80 -1.83 -4.06
C -1.17 -3.18 -4.32
C -1.44 -3.58 -5.59
C -1.39 -2.67 -6.67
C -1.04 -1.37 -6.45
C -0.74 -0.91 -5.14
C -0.37 0.44 -4.91
C -0.04 0.87 -3.67
C -0.10 -0.06 -2.60
S 0.52 0.37 -1.06
O -0.59 1.32 -0.37
C 1.76 1.61 -1.41
C 2.96 1.22 -2.01
C 3.91 2.20 -2.25
C 3.71 3.54 -1.92
C 4.78 4.56 -2.17
C 2.49 3.89 -1.35
C 1.51 2.94 -1.10
H 3.74 -8.54 -3.68
H 4.38 -7.45 -4.90
H 2.70 -7.96 -4.99
H 4.02 -7.21 -1.67
H 3.43 -5.21 -0.34
H 1.53 -3.50 -3.79
H 2.14 -5.49 -5.11
H 0.67 -4.61 0.51
H -1.69 -5.07 1.03
H -4.04 -4.62 0.67
H -5.84 -3.50 -0.58
H -5.26 -1.84 -2.34
H -2.94 -1.28 -2.80
H -1.22 -3.89 -3.51
H -1.72 -4.61 -5.78
H -1.62 -3.01 -7.67
H -1.00 -0.66 -7.27
H -0.34 1.13 -5.75
H 0.31 1.88 -3.50
H 3.15 0.20 -2.28
H 4.85 1.90 -2.72
H 5.32 4.34 -3.09
H 5.51 4.55 -1.35
H 4.36 5.56 -2.23
H 2.29 4.92 -1.10
H 0.56 3.27 -0.69
C 2.80 2.84 4.73
Ge 0.91 3.06 4.35
C -0.15 1.52 4.99
C 0.25 4.60 5.34
C 0.69 3.27 2.35
H 2.92 2.32 5.69
H 3.24 3.83 4.83
H 3.35 2.30 3.97
H -0.57 1.80 5.96
H 0.46 0.63 5.12
H -1.01 1.22 4.37
H 0.69 4.53 6.34
H -0.83 4.59 5.46
H 0.56 5.55 4.91
H 1.69 3.14 1.93
H 0.43 4.32 2.20
C 2.74 -1.30 4.77
C 2.29 -1.89 3.45
N 1.40 -0.96 2.71
C 2.06 0.23 2.17
C 3.40 -0.03 1.51
C 0.10 -1.10 2.67
C -0.54 -2.31 3.30
N -0.70 -0.18 2.11
H 3.38 -2.01 5.29
H 1.89 -1.10 5.42
H 3.30 -0.38 4.63
H 1.76 -2.83 3.58
H 3.13 -2.10 2.80
H 2.15 0.97 2.97
H 1.40 0.65 1.40
H 4.19 -0.20 2.24
H 3.68 0.85 0.93
H 3.36 -0.88 0.82
H -0.16 -3.23 2.86
H -1.62 -2.29 3.14
H -0.34 -2.32 4.37
H -1.64 -0.57 2.05
*
```

Properties
- Molar mass: 1117.41 g mol⁻¹
- Gap between HOMO and LUMO: 6.73 eV
- HOMO level: -14.80 eV
- E_LUMO: -8.07 eV
- Energy: -145740.33289 eV


[3]
Formula: C56H77BN6O2P2SScSi
Source: the OMol25 dataset
Level of theory: ωB97M-V/def2-TZVPD

Geometry as ORCA input:
```
! RIJCOSX wB97M-V def2-TZVPD def2/J DEFGRID3
* xyz 1 1
Sc 0.60 -0.08 -0.86
C 1.14 -3.60 -3.19
C 0.45 -3.77 -1.83
C -0.09 -5.19 -1.72
C 1.51 -3.56 -0.74
P -0.79 -2.37 -1.59
C -1.77 -2.92 -0.11
N -1.10 -2.41 1.06
B -0.24 -1.26 1.04
N 0.16 -1.11 2.42
C 0.96 -0.03 2.93
P 2.07 0.55 1.54
C 3.68 -0.33 1.95
C 3.33 -1.83 1.88
C 4.29 -0.03 3.32
C 4.71 -0.02 0.86
C 2.17 2.39 1.86
C 2.53 2.80 3.29
C 0.76 2.93 1.54
C 3.14 3.02 0.86
C -0.43 -2.09 3.20
C -0.36 -2.35 4.56
C -1.07 -3.44 5.06
C -1.84 -4.24 4.23
C -1.93 -3.98 2.86
C -1.22 -2.91 2.36
C -2.08 -2.33 -2.95
C -3.20 -1.39 -2.47
C -2.68 -3.69 -3.30
C -1.47 -1.69 -4.20
H 2.00 -4.27 -3.24
H 1.52 -2.58 -3.32
H 0.48 -3.85 -4.01
H 0.75 -5.89 -1.75
H -0.76 -5.45 -2.54
H -0.61 -5.37 -0.77
H 2.33 -4.26 -0.90
H 1.11 -3.72 0.27
H 1.92 -2.55 -0.79
H -1.87 -4.01 -0.08
H -2.78 -2.52 -0.19
H 1.56 -0.35 3.79
H 0.34 0.81 3.26
H 2.66 -2.12 2.69
H 4.25 -2.41 1.98
H 2.86 -2.10 0.94
H 3.57 -0.08 4.14
H 4.78 0.94 3.34
H 5.06 -0.78 3.52
H 4.27 -0.08 -0.14
H 5.53 -0.74 0.92
H 5.13 0.98 0.98
H 1.92 2.28 4.03
H 2.35 3.87 3.41
H 3.57 2.62 3.52
H 0.02 2.58 2.26
H 0.44 2.62 0.54
H 0.77 4.02 1.56
H 4.17 2.73 1.03
H 3.09 4.11 0.95
H 2.87 2.75 -0.16
H 0.22 -1.72 5.22
H -1.03 -3.66 6.12
H -2.38 -5.08 4.65
H -2.54 -4.60 2.22
H -3.85 -1.86 -1.74
H -3.81 -1.11 -3.32
H -2.80 -0.47 -2.03
H -3.03 -4.23 -2.42
H -1.97 -4.32 -3.84
H -3.55 -3.54 -3.96
H -1.11 -0.68 -3.99
H -2.24 -1.61 -4.97
H -0.65 -2.27 -4.61
O 2.15 -0.07 -2.01
Si 3.42 0.11 -3.02
C 4.54 1.50 -2.47
C 4.10 2.83 -2.56
C 4.91 3.89 -2.19
C 6.19 3.64 -1.70
C 6.65 2.33 -1.61
C 5.84 1.28 -2.00
C 4.34 -1.52 -3.15
C 4.79 -1.98 -4.39
C 5.44 -3.20 -4.51
C 5.65 -3.99 -3.39
C 5.21 -3.56 -2.15
C 4.56 -2.34 -2.03
C 2.76 0.54 -4.73
C 3.35 1.50 -5.56
C 2.84 1.77 -6.82
C 1.73 1.08 -7.28
C 1.13 0.11 -6.48
C 1.65 -0.15 -5.22
H 3.10 3.03 -2.95
H 4.55 4.90 -2.27
H 6.83 4.47 -1.41
H 7.66 2.14 -1.25
H 6.22 0.26 -1.95
H 4.63 -1.38 -5.28
H 5.78 -3.54 -5.48
H 6.15 -4.95 -3.49
H 5.38 -4.17 -1.27
H 4.23 -2.01 -1.05
H 4.22 2.04 -5.21
H 3.31 2.51 -7.45
H 1.33 1.29 -8.27
H 0.26 -0.43 -6.84
H 1.18 -0.90 -4.60
N -1.82 1.98 -1.53
C -2.27 2.82 -2.48
C -1.32 2.88 -3.47
C -0.30 2.03 -3.05
N -0.62 1.48 -1.87
H -2.25 1.69 -0.65
H -3.23 3.31 -2.37
H -1.36 3.46 -4.38
H 0.62 1.77 -3.53
C -1.31 2.11 6.44
C -2.64 1.52 5.98
C -2.66 1.15 4.51
N -2.53 2.36 3.70
C -2.53 2.37 2.38
S -2.56 0.95 1.49
N -2.43 3.59 1.72
C -2.35 4.91 2.20
O -1.71 5.71 1.56
C -3.08 5.27 3.45
C -4.37 4.79 3.70
C -5.04 5.19 4.84
C -4.42 6.04 5.75
C -3.14 6.52 5.50
C -2.47 6.15 4.34
H -1.32 2.32 7.51
H -1.08 3.05 5.93
H -0.49 1.41 6.24
H -3.46 2.21 6.19
H -2.85 0.61 6.55
H -3.58 0.63 4.24
H -1.83 0.47 4.27
H -2.49 3.23 4.20
H -2.07 3.52 0.78
H -4.84 4.13 2.99
H -6.04 4.84 5.03
H -4.94 6.34 6.65
H -2.66 7.20 6.20
H -1.49 6.53 4.12
*
```

Properties
- Molar mass: 1044.14 g mol⁻¹
- Gap between HOMO and LUMO: 7.50 eV
- HOMO level: -9.65 eV
- E_LUMO: -2.15 eV
- Energy: -131028.82991 eV